The following is a quantum chemistry calculation of a cluster of 2 separate species, C4H12N2O in total at a distorted geometry, from the OMol25 dataset.

The geometry in XYZ format:
```
19
Properties=species:S:1:pos:R:3:forces:R:3:mulliken_charge:R:1
C 0.26720 -0.95707 1.67500 -0.0031 -0.0594 -0.2950 -0.87
C 0.88648 -0.21067 0.75894 0.4504 0.0267 0.3409 0.57
N 1.04349 1.20399 0.84490 -0.7578 -0.2635 0.0554 -0.48
C 1.42818 -0.81502 -0.50335 0.6013 -0.2293 0.4780 -0.98
C 0.83684 -0.11278 -1.71761 -1.4724 -0.6808 0.3779 -0.45
N -0.65415 -0.26323 -1.73865 -0.3796 -1.1646 0.4462 -0.60
H -0.39195 -0.53230 2.41142 0.2922 0.1848 0.5740 0.23
H 0.41767 -2.03205 1.68872 -0.5836 0.0535 -0.4051 0.28
H 2.01678 1.41967 1.01485 0.1017 0.1011 -0.1637 0.25
H 0.51127 1.54454 1.63578 0.0790 0.1547 0.0611 0.26
H 2.51672 -0.79176 -0.56084 0.2392 0.4323 0.0408 0.34
H 1.20929 -1.88178 -0.44992 -0.2620 -0.0467 -0.4097 0.33
H 0.99728 0.95770 -1.60734 0.5340 -0.0999 -0.4720 0.31
H 1.22686 -0.58668 -2.60686 0.4597 0.4210 -0.3686 0.35
H -0.97871 -0.79521 -2.54106 0.3638 0.6098 -0.6803 0.26
H -0.91969 -0.98366 -1.05743 0.2210 0.6158 0.5204 0.22
O -3.00331 0.84154 0.81675 0.3992 0.0528 -0.1726 -0.65
H -2.21041 0.91878 0.25897 -0.2723 -0.1191 0.0930 0.34
H -3.71584 1.17414 0.26425 -0.0105 0.0107 -0.0207 0.30
```
Positions in Å, forces in eV/Å.

Output
Maximum force = 1.666 eV/A
ΔE to the lowest compared entry with this formula, charge and spin = 1.8175 eV
HOMO-LUMO gap = 9.52 eV